(1)
Below is a cluster of 3 separate species, C4H14N2O2 in total in a non-equilibrium geometry, with properties calculated with ωB97M-V/def2-TZVPD.

Summary:
* maximum force: 1.7 eV/A
* lowest unoccupied orbital energy: 0.75 eV
* SMILES: C=C(N)CCN.O.O
* electronic energy: -420.775514 Eh
* energy above the lowest of the compared OMol25 structures with the same formula, charge and spin: 77.7 kJ/mol
* Kohn-Sham gap: 0.334 hartree

Element x y z (Å)
O: 0.560801 -1.972749 -2.644031
O: -0.995754 -2.182726 2.508269
N: -0.187274 1.198526 -1.824415
N: 0.621269 -0.808099 0.375260
C: -1.282124 1.023359 -0.870052
C: 0.446915 0.486197 0.917966
C: -0.831377 1.135308 0.575584
C: 1.383027 1.013550 1.714224
H: 0.904231 -1.086249 -2.739218
H: 1.589574 -1.062497 0.263667
H: -1.726720 0.026903 -1.007348
H: -0.345679 -2.054135 1.797530
H: -2.169495 1.637851 -1.055586
H: 0.115934 -0.928245 -0.491035
H: -1.631140 0.734412 1.213666
H: -0.493592 1.752450 -2.613656
H: -0.597934 -2.846096 3.072719
H: 1.295896 2.055789 1.971638
H: -0.841907 2.161031 0.943995
H: 2.270633 0.475846 1.976281
H: 0.561891 1.756355 -1.421200
H: 1.352824 -2.516784 -2.664258

Atomic forces in eV per Å
O 0.08 -0.36 0.09
O 0.08 -0.04 -0.17
N 0.22 0.56 -0.27
N -0.52 0.15 0.30
C -0.57 -0.84 -0.02
C 1.32 -0.95 0.02
C -1.30 0.77 0.69
C -0.67 0.57 -0.69
H -0.14 0.71 -0.03
H 0.02 -0.02 -0.03
H 0.39 -0.13 -0.07
H -0.11 0.28 -0.04
H 0.38 0.54 0.08
H 0.15 -0.26 -0.10
H 0.13 -0.48 -0.18
H -0.12 -0.18 -0.17
H -0.01 -0.14 0.20
H -0.01 0.03 0.45
H 0.48 0.31 -0.35
H 0.35 -0.17 0.10
H -0.10 -0.13 0.21
H -0.04 -0.23 -0.01

(2)
Below is the ion C7H13N4O with charge +1 in a non-equilibrium geometry, with properties calculated with ωB97M-V/def2-TZVPD.

Summary:
* maximum force: 4.8 eV/A
* total charge: +1
* lowest unoccupied orbital energy (alpha / beta): -3.90 / -3.90 eV
* electronic energy: -568.383038 Eh
* energy above the lowest of the compared OMol25 structures with the same formula, charge and spin: 400.7 kJ/mol
* Kohn-Sham gap (alpha / beta): 0.279 / 0.279 hartree

Element x y z (Å)
O: -0.282450 -1.425764 0.716857
N: -2.527511 -0.725902 -0.373118
N: -3.716077 -0.320613 -0.787927
N: -1.913765 0.122396 0.360555
N: 1.821391 0.271785 -0.638427
C: -0.621682 -0.075192 0.707465
C: -3.887597 0.860759 -0.255895
C: 2.771925 0.961561 0.150994
C: 1.171234 -1.623230 0.714585
C: -2.744138 1.153180 0.455669
C: 1.893061 -1.169629 -0.483484
C: 0.540141 0.679630 -0.902332
H: -0.355028 0.476683 1.553471
H: 1.596654 -1.051652 1.432561
H: 3.813799 0.535459 -0.079087
H: -2.251759 -1.705698 -0.501660
H: 0.430362 1.741445 -0.949793
H: 2.826569 2.034200 -0.225430
H: 2.946527 -1.297349 -0.281497
H: 1.432249 -2.674156 0.895500
H: -4.719659 1.611278 -0.488641
H: 1.593037 -1.417834 -1.468710
H: -2.445365 1.995269 0.964902
H: 2.584956 1.008429 1.257679
H: 0.043128 0.034940 -1.774228

Atomic forces in eV per Å
O 0.30 -0.10 -0.09
N -2.09 -3.03 -2.37
N -0.19 -1.30 -0.33
N -1.72 0.75 0.18
N -1.16 -0.23 -0.12
C 4.15 0.19 -2.36
C -0.73 2.18 -0.51
C 1.80 2.56 -0.15
C -1.56 -2.08 -1.72
C 0.15 0.39 0.39
C 0.67 1.51 -0.84
C -0.98 -2.29 0.31
H 0.40 0.74 1.44
H 0.93 1.60 3.04
H -1.54 0.53 0.60
H 0.26 0.67 0.17
H -0.45 0.57 0.01
H -0.07 -1.14 0.67
H 0.30 -1.04 -0.34
H -0.79 0.21 0.13
H 1.17 -1.76 0.44
H -0.28 -1.88 -0.72
H 0.44 1.71 1.04
H 0.15 -0.27 -0.81
H 0.85 1.50 1.97

(3)
Below is the ion C9H9N2O3S with charge +1 in a non-equilibrium geometry, with properties calculated with ωB97M-V/def2-TZVPD.

Summary:
* maximum force: 7.2 eV/A
* total charge: +1
* lowest unoccupied orbital energy: -5.48 eV
* SMILES: C[n+]1oncc1S(=O)(=O)c1ccccc1
* electronic energy: -1081.295417 Eh
* energy above the lowest of the compared OMol25 structures with the same formula, charge and spin: 380.8 kJ/mol
* Kohn-Sham gap: 0.296 hartree

Element x y z (Å)
S: -0.330441 1.014823 0.049172
O: -0.723082 1.454371 1.339318
O: -0.567469 1.856204 -1.040938
O: -3.742743 -1.074075 -0.303092
N: -2.968716 -2.115623 -0.297858
N: -3.068823 0.038176 -0.136637
C: 1.649931 -0.829544 0.916797
C: 2.952775 -1.237281 0.932595
C: -1.719121 -1.755982 -0.202232
C: -1.621683 -0.370905 -0.180251
C: -3.629696 1.320997 0.070902
C: 3.858059 -0.545815 0.041125
C: 3.510591 0.496988 -0.787478
C: 2.110906 0.843066 -0.800765
C: 1.238978 0.189464 0.047378
H: 4.401072 0.926346 -1.261646
H: 4.811956 -0.969350 0.030635
H: -4.713805 1.340233 0.400731
H: -0.759004 -2.246293 -0.381927
H: 0.838394 -1.418460 1.356109
H: 3.482758 -2.048602 1.461800
H: -3.497705 1.946091 -0.847398
H: -3.165510 1.632623 0.991650
H: 1.652376 1.552545 -1.397981

Atomic forces in eV per Å
S -1.11 -2.59 1.66
O 0.34 0.04 0.92
O 0.32 0.96 -1.94
O -1.31 0.03 0.65
N -0.09 -2.02 -0.44
N 6.83 -2.08 -0.71
C -1.60 -1.17 0.28
C 1.85 0.86 -1.65
C 1.63 1.99 -1.03
C -4.80 2.60 0.85
C -2.18 1.35 0.13
C -2.16 -0.56 1.21
C -0.87 -0.40 0.76
C 2.28 -1.09 0.80
C 0.46 0.84 -0.63
H -1.17 0.40 -0.59
H 1.65 -0.09 -0.10
H 1.04 -0.76 -0.94
H -1.00 -1.16 0.41
H 0.51 0.31 0.67
H -1.31 0.33 0.08
H 0.09 -0.31 1.08
H 0.69 0.92 -0.10
H -0.09 1.59 -1.38

(4)
Below is a structure of composition C5H10O, with properties calculated with ωB97M-V/def2-TZVPD.

Summary:
* maximum force: 0.7 eV/A
* lowest unoccupied orbital energy: -0.49 eV
* electronic energy: -271.562899 Eh
* energy above the lowest of the compared OMol25 structures with the same formula, charge and spin: 498.1 kJ/mol
* Kohn-Sham gap: 0.257 hartree

Element x y z (Å)
O: -0.314497 2.836648 -0.347570
C: -0.312338 -1.488596 -0.775423
C: 0.425855 0.815144 0.419919
C: -0.210661 0.309742 1.540127
C: 0.680661 -0.842488 0.176679
C: -0.366967 1.624311 -0.766648
H: 1.378766 1.311137 0.594466
H: -1.191696 -0.150514 1.437945
H: 0.080870 -2.467500 -1.072512
H: 1.669729 -0.709770 -0.276694
H: -1.287403 -1.654529 -0.306541
H: -1.362413 1.103139 -0.823448
H: 0.210264 0.350469 2.545449
H: 0.187327 1.348144 -1.708653
H: -0.458466 -0.887543 -1.675703
H: 0.870969 -1.497795 1.038607

Atomic forces in eV per Å
O -0.08 0.31 -0.04
C -0.06 0.06 -0.02
C -0.03 0.28 0.20
C 0.06 -0.05 -0.22
C 0.07 -0.40 -0.03
C 0.07 -0.72 -0.02
H -0.10 -0.09 -0.01
H 0.10 0.09 0.01
H -0.06 0.15 0.05
H -0.16 0.06 0.12
H 0.16 0.04 -0.09
H 0.11 0.18 0.02
H -0.02 -0.03 -0.18
H -0.10 0.11 0.15
H 0.03 -0.09 0.16
H 0.00 0.10 -0.09

(5)
Below is a cluster of 2 separate species, H4OS2 in total in a non-equilibrium geometry, with properties calculated with ωB97M-V/def2-TZVPD.

Summary:
* maximum force: 1.0 eV/A
* lowest unoccupied orbital energy: 0.40 eV
* SMILES: SS.O
* electronic energy: -873.994419 Eh
* energy above the lowest of the compared OMol25 structures with the same formula, charge and spin: 17.2 kJ/mol
* Kohn-Sham gap: 0.354 hartree

Element x y z (Å)
S: 0.388934 -0.590986 1.711810
S: -1.282142 0.526922 1.843166
O: 0.144842 -0.066558 -1.883369
H: 0.893691 0.330060 -1.400220
H: -1.977835 0.131903 0.767229
H: 1.260571 0.387535 1.411267
H: 0.571941 -0.718879 -2.449885

Atomic forces in eV per Å
S 0.62 -0.46 -0.01
S -0.78 0.55 0.43
O 0.66 0.22 0.22
H -0.58 -0.22 -0.23
H 0.29 -0.08 -0.27
H -0.08 -0.01 -0.13
H -0.13 -0.01 -0.01

(6)
Below is a structure of composition C15H18FeN4OSe2Te2 in a non-equilibrium geometry, with properties calculated with ωB97M-V/def2-TZVPD.

Summary:
* maximum force: 4.3 eV/A
* total charge: +1
* lowest unoccupied orbital energy (alpha / beta): -4.57 / -5.03 eV
* electronic energy: -7479.053459 Eh
* 2S+1: 6
* energy above the lowest of the compared OMol25 structures with the same formula, charge and spin: 172.9 kJ/mol
* Kohn-Sham gap (alpha / beta): 0.210 / 0.190 hartree
* ⟨S²⟩: 8.873

Element x y z (Å)
Te: -2.370414 -1.950805 -0.874186
Te: -3.077514 0.683495 -0.081186
Se: -0.240714 -2.870805 -0.221586
Se: -1.179814 1.921495 0.897714
Fe: -0.786614 -0.257705 0.208614
O: -0.554214 0.172195 -1.908286
N: -0.316214 -0.805305 2.137414
N: 0.919486 -0.582105 2.418514
N: 1.405086 -0.253605 0.180114
N: -0.106814 0.709995 -4.028286
C: 3.199086 -0.553405 1.763314
C: 2.308186 -0.253505 -0.790986
C: -1.205714 -0.771705 3.196814
C: 3.660586 -0.406205 -0.573286
C: -3.434114 -1.083505 4.073214
C: 0.278786 1.671395 -5.037486
C: 4.115286 -0.520105 0.743214
C: -0.112514 1.011695 -2.738286
C: -1.670614 -0.347305 5.526214
C: 1.826486 -0.467105 1.456114
C: -0.482714 -0.630005 -4.437086
C: -0.780114 -0.377605 4.476914
C: -3.005414 -0.677705 5.329314
C: -2.542714 -1.148805 3.021514
C: 0.396786 2.352795 -2.321586
H: -3.708014 -0.622405 6.145714
H: -2.882514 -1.533805 2.064714
H: 1.918186 -0.134905 -1.791186
H: 1.347486 2.577095 -2.796586
H: 0.252386 -0.099205 4.602714
H: 0.532886 2.381495 -1.241886
H: 5.170986 -0.593805 0.945714
H: 3.484686 -0.669805 2.794114
H: -1.326914 -0.054005 6.506514
H: -4.466814 -1.353005 3.910614
H: -0.314014 3.129995 -2.602886
H: -0.270014 2.605795 -4.917786
H: -0.323414 -0.741005 -5.504786
H: 0.053286 1.274595 -6.022986
H: 1.347886 1.882895 -4.987986
H: -1.532414 -0.827805 -4.206486
H: 0.132586 -1.361505 -3.908286
H: 4.340186 -0.426405 -1.405986

Atomic forces in eV per Å
Te -0.49 -1.39 -0.42
Te -1.57 1.14 0.14
Se -0.29 -0.28 -0.26
Se -0.33 1.39 0.54
Fe 1.87 -1.04 -1.41
O 0.71 0.26 -0.65
N 2.64 1.12 -0.40
N -3.11 -0.99 2.77
N 0.12 -0.15 0.99
N -0.04 -0.17 -0.11
C -0.99 -0.02 0.30
C -0.24 0.10 -0.25
C -0.53 -0.23 1.73
C 0.16 -0.01 0.63
C -0.02 0.06 0.15
C 0.21 0.44 -0.23
C 0.00 0.00 -0.71
C -0.41 -0.21 0.66
C 0.06 0.08 0.10
C 1.62 0.39 -3.01
C -0.16 -0.41 0.14
C -0.04 -0.09 -0.31
C -0.01 -0.05 -0.25
C 0.36 -0.21 -0.54
C 0.15 0.07 0.27
H -0.05 -0.02 0.10
H 0.10 0.12 0.15
H 0.02 -0.01 -0.07
H 0.08 0.05 -0.17
H 0.06 0.06 0.14
H -0.15 -0.05 -0.12
H 0.12 -0.04 0.07
H 0.06 -0.03 0.17
H 0.02 0.06 0.06
H -0.05 -0.06 0.01
H -0.02 0.05 0.02
H 0.04 -0.02 -0.03
H 0.00 0.03 0.01
H -0.02 -0.02 0.06
H 0.01 0.04 -0.09
H 0.08 -0.02 -0.02
H -0.12 -0.02 -0.03
H 0.14 0.06 -0.13

Among the records above, which one has the highest energy above the lowest of the compared OMol25 structures with the same formula, charge and spin?
C5H10O

The lowest maximum force belongs to which entry?
C5H10O

Look up the maximum force of the fourth one.
0.7 eV/A